{"formula": "C34H60BCoN8O2Se", "method": "ωB97M-V with the def2-TZVPD basis set", "species": ["Co", "C", "C", "C", "C", "C", "C", "C", "C", "C", "N", "N", "B", "N", "N", "C", "C", "C", "C", "C", "C", "C", "C", "C", "N", "N", "C", "C", "C", "C", "C", "C", "C", "C", "C", "H", "H", "H", "H", "H", "H", "H", "H", "H", "H", "H", "H", "H", "H", "H", "H", "H", "H", "H", "H", "H", "H", "H", "H", "H", "H", "H", "H", "H", "H", "H", "H", "H", "H", "H", "H", "H", "H", "H", "H", "H", "H", "H", "H", "H", "H", "C", "C", "C", "C", "H", "H", "H", "H", "H", "H", "H", "H", "H", "Se", "C", "N", "N", "C", "C", "O", "O", "H", "H", "H", "H", "H"], "coordinates": [[0.63, -0.96, -0.71], [1.77, 1.08, -3.96], [2.80, 1.02, -2.83], [4.10, 1.70, -3.24], [2.23, 1.62, -1.58], [2.37, 2.93, -1.11], [1.51, 3.02, -0.03], [1.28, 4.21, 0.86], [2.51, 4.47, 1.73], [0.93, 5.45, 0.03], [0.91, 1.82, 0.13], [1.35, 0.96, -0.83], [-0.29, 1.43, 1.03], [-1.47, 1.04, 0.10], [-1.24, 0.18, -0.92], [-2.30, 0.24, -1.72], [-3.26, 1.10, -1.17], [-2.69, 1.59, -0.01], [-3.30, 2.55, 0.97], [-3.71, 3.85, 0.28], [-4.49, 1.91, 1.69], [-2.33, -0.44, -3.06], [-3.61, -1.26, -3.26], [-2.21, 0.61, -4.17], [0.06, 0.28, 1.99], [0.43, -0.91, 1.44], [0.74, -1.72, 2.45], [0.55, -1.05, 3.67], [0.12, 0.22, 3.34], [-0.24, 1.24, 4.40], [-1.71, 1.06, 4.82], [0.04, 2.73, 4.16], [1.21, -3.13, 2.30], [0.05, -4.10, 2.07], [2.02, -3.58, 3.52], [2.18, 0.67, -4.88], [0.89, 0.50, -3.69], [1.45, 2.11, -4.14], [2.99, -0.03, -2.63], [3.93, 2.73, -3.54], [4.82, 1.70, -2.41], [4.56, 1.17, -4.08], [3.00, 3.71, -1.50], [0.44, 4.00, 1.51], [3.38, 4.72, 1.11], [2.33, 5.30, 2.42], [2.77, 3.58, 2.31], [1.76, 5.72, -0.64], [0.05, 5.27, -0.58], [0.74, 6.30, 0.68], [-0.62, 2.38, 1.66], [-4.23, 1.35, -1.58], [-2.54, 2.79, 1.72], [-4.49, 3.67, -0.46], [-4.10, 4.57, 1.01], [-2.86, 4.31, -0.24], [-5.28, 1.66, 0.98], [-4.18, 0.99, 2.19], [-4.90, 2.59, 2.44], [-1.47, -1.10, -3.12], [-4.49, -0.63, -3.18], [-3.61, -1.73, -4.25], [-3.70, -2.06, -2.52], [-3.06, 1.30, -4.13], [-1.30, 1.20, -4.05], [-2.19, 0.14, -5.15], [0.72, -1.42, 4.66], [0.38, 0.96, 5.25], [-2.37, 1.30, 3.98], [-1.90, 0.02, 5.11], [-1.96, 1.71, 5.66], [-0.70, 3.18, 3.51], [0.00, 3.25, 5.12], [1.03, 2.88, 3.73], [1.86, -3.20, 1.43], [-0.71, -3.99, 2.85], [-0.41, -3.94, 1.09], [0.40, -5.13, 2.05], [1.38, -3.66, 4.41], [2.46, -4.56, 3.33], [2.82, -2.88, 3.75], [4.18, -3.39, -1.79], [2.70, -3.01, -1.81], [2.29, -2.65, -3.24], [2.43, -1.84, -0.84], [4.41, -4.18, -2.52], [4.47, -3.76, -0.81], [4.77, -2.50, -2.03], [0.89, -4.00, -1.49], [2.93, -1.85, -3.62], [1.26, -2.31, -3.27], [2.40, -3.52, -3.89], [3.17, -1.06, -1.06], [2.71, -2.19, 0.16], [1.07, -6.72, -0.88], [2.34, -5.38, -1.12], [1.89, -4.19, -1.43], [-3.25, -3.64, 0.79], [-2.37, -2.59, 0.27], [-1.56, -3.11, -0.89], [-1.99, -4.23, -1.45], [-0.59, -2.54, -1.32], [-4.05, -3.26, 1.27], [-2.74, -4.22, 1.46], [-2.78, -4.51, -0.94], [-1.67, -2.17, 1.00], [-2.96, -1.75, -0.11]], "mulliken_spin": [0.01, 0.00, 0.00, 0.00, 0.00, 0.00, 0.00, 0.00, 0.00, 0.00, 0.00, 0.00, 0.00, 0.00, 0.00, 0.00, 0.00, 0.00, 0.00, 0.00, 0.00, 0.00, 0.00, 0.00, 0.00, 0.01, 0.00, 0.00, 0.00, 0.00, 0.00, 0.00, -0.02, -0.02, 0.00, 0.00, 0.00, 0.00, 0.00, 0.00, 0.00, 0.00, 0.00, 0.00, 0.00, 0.00, 0.00, 0.00, 0.00, 0.00, 0.00, 0.00, 0.00, 0.00, 0.00, 0.00, 0.00, 0.00, 0.00, 0.00, 0.00, 0.00, 0.00, 0.00, 0.00, 0.00, 0.00, 0.00, 0.00, 0.00, 0.00, 0.00, 0.00, 0.00, 0.01, 0.00, 0.04, -0.01, 0.00, 0.00, 0.00, 0.03, 0.00, 0.00, -0.01, -0.01, -0.01, 0.01, 0.00, 0.00, 0.00, 0.00, 0.00, 0.00, 0.53, 0.49, -0.09, 0.00, -0.01, 0.06, -0.01, -0.01, 0.00, 0.00, 0.01, 0.00, 0.00], "molar_mass_g_mol": 761.61, "s_squared": 0.764, "spin_multiplicity": 2, "e_lumo_ev": [2.4, 1.7], "total_charge": -1, "homo_ev": [-1.6, -1.4]}